Model 1:
ORCA calculation (wB97M-V/def2-TZVPD) on C19H23NO4S in the gas phase.

HOMO energy = -9.007 eV
Frontier orbital gap = 9.68 eV
SMILES = CCOC(=O)C[C@H](NS(=O)(=O)Cc1ccccc1)c1ccc(C)cc1
2S+1 = 1
Molecular weight = 361.5 u

Atoms and positions in Å:
C (4.33, 1.79, -1.97)
C (4.20, 1.40, -0.51)
H (4.25, 0.32, -0.37)
H (4.98, 1.86, 0.10)
O (2.92, 1.86, -0.04)
C (2.58, 1.48, 1.19)
O (3.28, 0.82, 1.91)
C (1.19, 1.98, 1.55)
H (0.98, 1.67, 2.57)
H (1.16, 3.06, 1.47)
C (0.15, 1.38, 0.58)
N (-1.20, 1.71, 0.98)
S (-2.05, 2.86, 0.14)
O (-1.15, 3.81, -0.46)
O (-3.07, 3.33, 1.02)
C (-2.81, 1.88, -1.21)
C (-3.00, 0.49, -0.74)
C (-3.81, 0.24, 0.36)
C (-3.95, -1.05, 0.84)
C (-3.29, -2.10, 0.23)
C (-2.49, -1.86, -0.88)
C (-2.34, -0.57, -1.36)
H (-1.71, -0.39, -2.21)
H (-1.98, -2.68, -1.36)
H (-3.40, -3.11, 0.60)
H (-4.57, -1.24, 1.71)
H (-4.30, 1.06, 0.84)
H (-2.14, 1.96, -2.06)
H (-3.75, 2.39, -1.42)
H (-1.40, 1.69, 1.96)
C (0.33, -0.11, 0.46)
C (0.94, -0.66, -0.66)
C (1.13, -2.02, -0.77)
C (0.71, -2.88, 0.23)
C (0.09, -2.33, 1.35)
C (-0.09, -0.97, 1.47)
H (-0.57, -0.57, 2.35)
H (-0.24, -2.99, 2.15)
C (0.91, -4.36, 0.13)
H (0.06, -4.90, 0.52)
H (1.79, -4.65, 0.71)
H (1.08, -4.66, -0.91)
H (1.61, -2.43, -1.65)
H (1.27, 0.00, -1.46)
H (0.29, 1.85, -0.40)
H (3.56, 1.31, -2.56)
H (4.23, 2.86, -2.08)
H (5.31, 1.48, -2.34)

***

Model 2:
ORCA calculation (wB97M-V/def2-TZVPD) on C19H23NO4S in the gas phase.

HOMO energy = -8.837 eV
Frontier orbital gap = 9.59 eV
SMILES = CCCCCOC(=O)[C@@H]1[C@H]2C(=O)N(Cc3cccs3)C[C@]23C=C[C@H]1O3
2S+1 = 1
Molecular weight = 361.5 u

Atoms and positions in Å:
C (-4.79, -3.85, 0.41)
C (-4.54, -2.45, -0.16)
C (-5.82, -1.62, -0.18)
C (-5.65, -0.26, -0.85)
C (-4.74, 0.69, -0.08)
H (-4.94, 0.65, 1.00)
H (-4.89, 1.73, -0.41)
O (-3.38, 0.34, -0.32)
C (-2.46, 1.08, 0.30)
O (-2.70, 2.01, 1.01)
C (-1.07, 0.59, -0.06)
C (0.02, 1.13, 0.86)
C (0.97, 0.12, 1.50)
O (0.67, -0.88, 2.09)
N (2.23, 0.58, 1.30)
C (3.40, -0.18, 1.68)
C (4.10, -0.74, 0.49)
C (5.36, -0.47, 0.04)
C (5.68, -1.16, -1.15)
C (4.66, -1.93, -1.59)
S (3.28, -1.83, -0.57)
H (4.62, -2.55, -2.47)
H (6.63, -1.08, -1.64)
H (6.04, 0.18, 0.56)
H (4.09, 0.46, 2.24)
H (3.04, -0.98, 2.33)
C (2.34, 1.76, 0.47)
C (0.96, 1.87, -0.14)
C (0.23, 3.12, -0.55)
C (-0.75, 2.70, -1.33)
H (-1.55, 3.25, -1.79)
C (-0.58, 1.20, -1.43)
H (-0.96, 0.70, -2.31)
O (0.82, 1.05, -1.30)
H (0.45, 4.11, -0.18)
H (3.10, 1.62, -0.30)
H (2.58, 2.65, 1.07)
H (-0.40, 1.79, 1.63)
H (-1.06, -0.49, -0.12)
H (-5.25, -0.39, -1.85)
H (-6.63, 0.22, -0.94)
H (-6.18, -1.48, 0.84)
H (-6.59, -2.18, -0.73)
H (-4.15, -2.54, -1.18)
H (-3.78, -1.95, 0.44)
H (-3.86, -4.42, 0.43)
H (-5.17, -3.78, 1.43)
H (-5.52, -4.38, -0.19)

***

Quick one: least stable of them? model 2